19
Properties=species:S:1:pos:R:3 method="wB97M-V/def2-TZVPD" multiplicity=1 relative_energy_ev=1.182 max_force_ha_per_bohr=0.013 smiles="C=N[C@H](N)N=C(C)C" total_energy_ev=-9832.725
C 1.2212 -0.7003 0.2979
C -2.2674 -0.1927 -0.8987
C -1.2139 0.6164 1.2729
C -1.0507 -0.1265 -0.0304
N 1.9376 -1.9056 -0.0521
C 1.7006 1.4664 -0.5872
N -0.0064 -0.7058 -0.4342
N 2.0686 0.4545 0.0501
H 1.0779 -0.7139 1.3964
H 1.9762 -1.9788 -1.0653
H 2.8859 -1.8500 0.3094
H -2.2120 1.0418 1.3539
H -3.0875 -0.6486 -0.3431
H -2.5745 0.8136 -1.1928
H -2.0584 -0.7885 -1.7871
H -0.4762 1.4150 1.3591
H -1.0506 -0.0721 2.1037
H 2.4272 2.2526 -0.7413
H 0.7025 1.6224 -1.0111